[1]
{"formula": "C10H24AgClN2O4", "method": "ωB97M-V/def2-TZVPD", "largest_force_ev_per_a": 4.001, "lumo_energy_ev": -0.93, "gap_ev": 7.690, "total_charge": 0, "e_homo_ev": -8.6, "elements": ["Ag", "Cl", "C", "O", "C", "C", "O", "C", "H", "H", "H", "H", "H", "H", "H", "H", "H", "H", "C", "C", "O", "N", "C", "H", "H", "H", "H", "H", "H", "H", "C", "C", "O", "N", "C", "H", "H", "H", "H", "H", "H", "H"], "xyz": [[-0.508, 2.438, 1.023], [-0.551, 1.026, -1.220], [-3.295, -0.088, 0.978], [-2.636, 0.867, 1.875], [-3.446, 1.827, 2.474], [-2.665, 2.352, 3.730], [-1.394, 2.947, 3.396], [-0.704, 3.300, 4.591], [-2.565, -0.543, 0.309], [-4.099, 0.298, 0.351], [-3.639, -0.936, 1.569], [-4.442, 1.487, 2.757], [-3.661, 2.615, 1.752], [-2.496, 1.555, 4.454], [-3.329, 3.018, 4.281], [0.209, 3.864, 4.400], [-0.364, 2.477, 5.219], [-1.294, 3.929, 5.257], [4.016, -2.249, 0.199], [2.840, -1.346, 0.477], [2.121, -1.599, 1.403], [2.542, -0.428, -0.430], [3.400, 0.118, -1.491], [3.779, -3.068, -0.480], [4.286, -2.641, 1.179], [4.864, -1.693, -0.201], [1.621, -0.014, -0.462], [2.792, 0.758, -2.132], [3.906, -0.644, -2.084], [4.161, 0.800, -1.112], [0.723, -2.611, -2.016], [0.312, -2.367, -3.404], [0.542, -3.263, -4.279], [-0.192, -1.172, -3.673], [-0.705, -0.710, -4.967], [1.787, -2.399, -1.906], [0.582, -3.656, -1.742], [0.153, -1.983, -1.332], [-0.292, -0.462, -2.962], [0.150, -0.296, -5.501], [-1.453, 0.039, -4.710], [-1.055, -1.548, -5.569]], "mulliken_charge": [0.52, -0.68, -0.65, -0.22, -0.68, -0.51, -0.22, -0.85, 0.07, 0.34, 0.31, 0.45, 0.32, 0.37, 0.41, 0.28, 0.34, 0.32, -1.04, 0.66, -0.66, 0.08, -1.01, 0.25, 0.33, 0.35, 0.08, 0.28, 0.36, 0.34, -0.33, 0.68, -0.72, 0.16, -0.92, -0.12, 0.37, 0.01, 0.02, 0.29, 0.28, 0.33]}

=====

[2]
{"formula": "C5H15NO", "method": "ωB97M-V/def2-TZVPD", "largest_force_ev_per_a": 1.699, "lumo_energy_ev": 0.75, "gap_ev": 9.987, "smiles": "CC[C@@H](C)CN.O", "total_charge": 0, "e_homo_ev": -9.2, "elements": ["C", "C", "C", "C", "C", "N", "H", "H", "H", "H", "H", "H", "H", "H", "H", "H", "H", "H", "H", "H", "H", "O"], "xyz": [[-1.059, -0.627, 0.437], [0.442, -0.507, 0.147], [1.190, -1.723, 0.717], [1.021, 0.791, 0.724], [0.694, 2.034, -0.115], [-1.476, -0.779, 1.836], [-1.551, 0.189, -0.114], [-1.445, -1.485, -0.139], [0.541, -0.512, -0.934], [0.607, -2.626, 0.545], [2.177, -1.835, 0.264], [1.365, -1.551, 1.778], [2.106, 0.641, 0.792], [0.731, 0.991, 1.760], [-0.241, 2.507, 0.106], [1.474, 2.766, 0.041], [0.606, 1.768, -1.173], [-1.851, 0.114, 2.153], [-0.619, -0.811, 2.392], [-2.146, -0.331, -3.781], [-0.999, 0.679, -4.057], [-1.565, 0.307, -3.380]], "mulliken_charge": [-0.86, 0.37, -1.63, -0.43, -1.24, -0.56, 0.33, 0.34, 0.28, 0.37, 0.43, 0.34, 0.42, 0.25, 0.33, 0.37, 0.27, 0.30, 0.30, 0.30, 0.31, -0.60]}

=====

[3]
{"formula": "C9H14", "method": "ωB97M-V/def2-TZVPD", "largest_force_ev_per_a": 2.604, "lumo_energy_ev": 1.01, "gap_ev": 9.941, "smiles": "Cc1ccccc1.CC", "total_charge": 0, "e_homo_ev": -8.9, "elements": ["C", "C", "C", "C", "C", "C", "C", "H", "H", "H", "H", "H", "H", "H", "H", "C", "C", "H", "H", "H", "H", "H", "H"], "xyz": [[-1.861, -1.387, -1.497], [-2.256, 0.649, 0.075], [-1.623, -0.569, -0.232], [-2.083, 1.141, 1.347], [-1.042, 0.670, 2.184], [-0.479, -0.854, 0.474], [-0.187, -0.317, 1.719], [-3.170, 1.017, -0.425], [-2.716, 1.945, 1.738], [-2.237, -2.369, -1.173], [-0.920, -1.742, -1.969], [-0.757, 0.945, 3.231], [0.183, -1.651, 0.150], [0.775, -0.479, 2.181], [-2.519, -0.887, -2.208], [3.107, 0.045, -1.056], [2.082, 0.966, -0.393], [3.319, -0.851, -0.456], [2.772, -0.380, -1.990], [4.039, 0.588, -1.107], [1.472, 1.428, -1.197], [2.552, 1.713, 0.252], [1.549, 0.380, 0.353]], "mulliken_charge": [-1.32, -0.75, 0.74, -0.35, -0.37, -0.25, -0.46, 0.30, 0.34, 0.32, 0.32, 0.29, 0.38, 0.46, 0.37, -1.01, -0.15, 0.29, 0.29, 0.33, 0.24, 0.37, -0.36]}

=====

Summary of E in Ha
-1413.0303, -329.4809, -351.2844
(order as listed above)
Summary of energy above the lowest of the compared OMol25 structures with the same formula, charge and spin in kJ/mol
116.78, 70.17, 120.10
(order as listed above)